DFT (wB97M-V/def2-TZVPD) results for C62H77F18N12O14S6 as an isolated structure.

Gap between HOMO and LUMO (spin up / spin down) = 4.673 / 4.423 eV
Molecular weight = 1748.73 u
HOMO level (spin up / spin down) = -17.880 / -17.880 eV
Total charge = +6
Multiplicity = 2

Each line ends with the Mulliken charge.
Geometry (Å):
1 C -0.89983 -1.30566 -8.22731  0.877
2 H 1.01974 3.53544 1.81784  0.094
3 F -3.40833 -0.90891 8.17992  -0.180
4 O 3.17354 5.00852 -5.18054  -0.635
5 N 0.22415 1.71027 7.31319  0.093
6 C 3.56305 5.35752 -0.37396  -0.551
7 H -4.35175 -5.70627 -1.17116  0.512
8 C 2.21571 5.34778 -0.81872  1.871
9 C 1.96570 -2.76524 -2.32556  -0.737
10 O -0.05075 -1.12006 4.33824  -0.519
11 C -1.09071 -0.18928 -4.62521  -0.395
12 H -4.16955 1.01959 0.49520  0.436
13 H 2.09886 -3.01085 2.21285  0.641
14 C 2.15309 -6.64841 2.92845  -0.311
15 H -0.85496 1.86166 3.92400  -0.392
16 C -3.64175 3.55637 3.42804  0.328
17 H -2.54883 1.89015 -3.28052  0.398
18 C 1.78444 4.02940 1.23678  -0.153
19 C 1.98829 -2.84320 0.07980  -0.203
20 C -3.82164 -3.77614 0.75090  1.217
21 H 0.32055 -4.63437 -11.43296  0.306
22 F 1.72097 6.61827 2.13786  -0.175
23 C 0.44615 0.74306 -0.37811  0.505
24 S -1.01424 6.28522 2.46740  0.805
25 F -4.79938 -2.43834 7.55812  -0.159
26 C -4.74686 -2.87362 1.31853  -0.330
27 H 0.90434 -2.93583 -2.50587  0.416
28 C 2.58372 -7.41012 4.03373  -0.555
29 O -0.95734 6.57362 1.06148  -0.597
30 H -0.03628 5.45088 -4.92259  0.503
31 H 2.80383 7.93974 -1.69733  0.665
32 H -3.14978 0.75948 -0.86540  0.124
33 H 5.10121 -7.55199 6.35237  0.351
34 H 2.06848 2.65921 6.44149  0.197
35 H 0.65133 1.33371 4.69347  0.259
36 H 0.65463 4.27792 -2.83540  -0.094
37 H -0.03193 -3.29136 -12.41044  0.441
38 C 3.98979 4.71242 0.77915  -1.006
39 F 5.58973 5.59650 -3.47075  -0.153
40 C -0.73201 2.14322 6.20661  -0.554
41 H 1.72337 1.61018 -1.79276  0.117
42 H 4.98088 4.78262 1.20248  0.602
43 C -1.52366 -1.08251 -9.47961  -0.458
44 O -3.33980 -0.02410 5.00213  -0.558
45 H 1.27301 3.66994 7.65198  0.428
46 H 1.21453 8.18782 -6.23651  0.394
47 N -4.85527 -7.86003 1.37171  -0.022
48 H 1.36170 0.57434 1.48572  0.556
49 H -4.05513 -4.98978 2.96655  0.611
50 C 1.53374 2.64422 7.39119  -0.812
51 C 4.15992 -7.84188 5.88542  -0.877
52 N 4.10962 2.78091 -5.67976  -0.690
53 F 4.00363 0.54101 -7.52753  -0.193
54 N -3.61910 -1.09055 0.23246  0.353
55 O -4.37557 -2.25025 4.60398  -0.592
56 C -0.81005 -3.73977 3.84221  -0.002
57 N -0.40885 -2.93341 -10.47867  0.062
58 H -1.27168 3.07514 6.37509  0.463
59 C -4.41260 -6.03097 -0.14292  -0.742
60 C 0.74394 0.27960 7.21693  -0.838
61 C 0.85686 5.33606 -2.91183  -0.100
62 H -2.15995 -1.58646 -1.14559  0.630
63 H 0.30535 1.85878 9.35856  0.405
64 F -4.81562 3.14677 2.95640  -0.175
65 S 2.68719 1.85206 -5.52262  1.529
66 N 3.76575 -7.08415 4.66089  0.023
67 C -0.43988 -3.86738 -11.57986  -0.965
68 H 1.24822 -6.94996 2.42181  0.568
69 C -4.77915 -7.03993 2.38419  -0.462
70 H -0.12485 -0.32616 1.43773  0.138
71 C 4.51618 -6.00924 4.29940  -0.346
72 C 2.24274 -4.81038 -1.12173  -0.525
73 H -1.18889 0.97012 8.65143  0.329
74 H 1.76075 8.95389 -3.80325  0.566
75 F -3.79760 4.61423 4.30314  -0.216
76 F 6.44235 3.47615 -3.88984  -0.201
77 C 1.84072 1.10161 -0.83584  -0.845
78 H -1.01151 2.81147 8.58719  0.355
79 H 0.90698 -4.07081 -9.31940  0.385
80 H -0.17007 8.92557 -5.32614  0.395
81 C -1.53669 1.71851 -6.01086  -0.644
82 H -1.82111 -1.77908 -11.54460  0.504
83 H 2.58876 -3.03048 -3.17969  0.370
84 C -0.52812 1.83698 8.65645  -0.761
85 C -4.07126 -5.23438 0.95969  0.067
86 C 2.57296 -4.85795 1.28967  0.439
87 H -2.03184 2.67737 -6.05357  0.522
88 H -0.83485 1.76821 -2.82047  -0.172
89 H -1.40550 -4.26794 -11.88845  0.366
90 F -3.08550 2.51676 4.04939  0.006
91 F 1.86786 0.05873 -7.32727  -0.092
92 H -4.63078 -9.58054 2.62797  0.358
93 N 2.22461 -3.48473 -1.09347  0.293
94 H -2.20741 -0.25723 -9.61299  0.489
95 H 0.51255 -2.71180 -7.27543  0.435
96 S 3.89391 3.88149 -4.67978  1.100
97 H -1.44659 1.32153 6.15870  0.123
98 N 0.80589 7.26051 -4.38604  0.174
99 O 3.38904 3.45166 -3.39683  -0.572
100 C 5.69925 4.57121 -4.33771  0.422
101 H -5.19185 -0.83899 1.67349  0.434
102 F -5.31109 -0.34568 7.07919  -0.191
103 H 4.11225 -8.88534 5.57396  0.339
104 H 5.39937 -5.79651 4.88344  0.427
105 N -1.16199 4.81589 2.87110  -0.517
106 H -6.22218 -9.31414 1.98918  0.383
107 C -0.97512 -0.99395 -5.76924  -0.902
108 H -0.10054 3.82659 3.96009  0.179
109 H -2.46228 0.58853 0.73459  0.086
110 C 2.40345 -5.54439 0.09011  -0.613
111 C -1.42914 0.91414 -7.10326  -0.593
112 O 1.43341 2.52744 -5.47099  -0.559
113 C 1.55359 7.94139 -3.48967  -0.688
114 C 0.01384 -2.44336 -8.19501  -0.764
115 C 0.35352 8.00753 -5.59289  -0.966
116 C -1.52387 2.03641 -3.62136  -0.612
117 O 2.94491 0.80398 -4.59816  -0.727
118 O -1.97460 7.10449 3.19729  -0.616
119 H 2.43988 0.21825 -1.05671  0.265
120 C -2.84130 -1.99129 -0.41191  -0.459
121 N -1.36087 1.12331 -4.77126  0.385
122 H -1.46046 1.38246 -8.07594  0.510
123 H 4.71001 -4.37410 3.09036  0.529
124 S -2.63576 4.20957 2.06145  0.868
125 C 2.16162 -3.51972 1.26231  -0.559
126 H -0.36484 7.48473 -6.22435  0.340
127 O -3.54428 5.18330 1.42399  -0.576
128 H -0.99695 -2.07029 -5.68308  0.678
129 H 2.44089 1.73643 -0.18399  0.208
130 H -4.86814 -10.02249 0.94624  0.337
131 H 0.35038 4.70464 -0.31028  0.570
132 C 1.72276 6.08051 -2.00994  0.550
133 C -5.16660 -9.31237 1.71743  -0.857
134 H -0.20730 1.57591 -0.63784  0.546
135 C -2.90880 -3.35103 -0.17619  -0.778
136 C 3.50047 3.38367 2.71004  -1.090
137 F 2.62591 1.90160 -8.17460  -0.250
138 H -0.25063 1.49192 1.49457  -0.479
139 C -4.23098 -5.75782 2.22791  -0.713
140 H -5.10607 -7.46558 3.32140  0.542
141 O -2.03936 -1.55102 3.00382  -0.160
142 H 2.38481 -5.29516 -2.07630  0.487
143 S -3.49002 -1.41049 5.45412  0.974
144 C 4.05847 -5.21326 3.28455  -0.564
145 H 2.83848 2.56058 2.97911  0.181
146 C -4.58220 -1.53261 1.11347  -0.458
147 F 0.73403 8.21223 3.43740  -0.186
148 O -2.41093 3.10225 1.14307  -0.495
149 H -0.17508 -0.29655 7.10949  0.339
150 C 2.92703 -5.57426 2.51772  0.555
151 C -4.29126 -1.27639 7.20854  0.411
152 H 3.45249 4.07006 3.55542  0.419
153 F -1.90247 -4.53243 4.11155  -0.210
154 H -5.58876 -3.06922 1.96611  0.472
155 H 1.79249 -1.78115 0.09002  0.241
156 C 2.79857 0.97090 -7.24436  0.393
157 H 1.32099 0.11416 6.30713  0.338
158 C -0.16466 2.05454 4.74521  0.452
159 C -3.35378 0.39016 0.13963  -0.741
160 H 2.19041 -8.36811 4.34028  0.460
161 H 2.66639 -6.59004 0.15254  0.638
162 C 0.29350 -3.18222 -9.34061  -0.275
163 F 0.18797 -4.04135 4.69931  -0.210
164 H 4.51787 3.04678 2.51129  0.515
165 N -2.08682 -2.07716 5.72030  -0.587
166 H -1.02600 -0.56802 -3.61587  0.683
167 C 0.32305 0.62781 1.15946  -0.980
168 H -2.23689 -4.08349 -0.59860  0.620
169 C -1.34937 -1.92799 -10.58456  -0.640
170 C -4.69623 -7.40755 0.10703  -0.350
171 H -1.35840 3.05452 -3.97376  0.204
172 C 1.37664 4.66881 0.02423  -1.208
173 H -4.89244 -8.10652 -0.69257  0.479
174 H 2.30665 2.37871 8.11245  0.446
175 C 0.77422 6.88997 3.09737  0.592
176 H 1.36100 -0.04863 8.05336  0.375
177 C 0.46640 5.97035 -4.12019  -0.315
178 N 3.07919 4.10717 1.51313  0.344
179 H 2.02528 -1.70451 -2.08184  -0.075
180 C 2.12823 7.41000 -2.35257  -0.754
181 H 3.51747 -7.53103 6.70927  0.377
182 O 0.54996 3.32156 4.45343  -0.142
183 F -0.43043 -3.83019 2.55077  -0.019
184 F 6.19459 5.05150 -5.52398  -0.178
185 S -1.29439 -1.90552 4.16392  1.149
186 C -1.03680 -0.43478 -7.04395  0.918
187 F 0.98614 6.14951 4.18503  -0.266
188 O -0.14552 -0.26480 -1.13678  0.353
189 H 4.23981 5.97373 -0.94727  0.679

Forces on the atoms, in the same order (eV/Å):
C 1.60 -1.97 -1.88
H 0.54 -0.07 0.65
F -0.89 0.08 -1.46
O -0.43 1.28 -0.54
N 2.84 1.64 0.78
C 0.05 0.85 -0.67
H -0.14 0.11 0.02
C 1.95 -0.02 1.51
C -0.85 1.20 -0.25
O -1.52 -1.91 -0.22
C -0.21 0.40 -1.42
H -0.13 -0.58 0.31
H -0.19 0.40 -0.09
C 0.59 -1.07 1.22
H -0.45 -0.19 0.66
C -0.60 1.26 1.94
H 0.00 0.37 0.16
C -0.93 1.83 -3.85
C 0.89 -0.38 0.65
C -2.06 -0.70 0.56
H -0.41 -0.22 0.19
F -0.59 0.79 1.32
C -0.03 -0.72 0.28
S -1.25 6.72 0.60
F -0.02 0.17 -0.21
C 0.71 0.13 0.06
H 0.07 -0.06 -0.56
C 1.96 0.84 -0.52
O 0.74 -0.81 -0.90
H -0.10 -0.01 0.09
H -0.12 0.36 -0.20
H -0.05 -0.68 -0.22
H 0.53 -0.07 -1.11
H -0.63 -0.14 -0.24
H -0.41 -0.44 0.10
H 0.09 0.08 0.36
H -0.20 -0.15 -0.42
C -0.37 1.66 -1.58
F 0.60 -1.36 -0.37
C 0.03 -2.40 -2.12
H 0.52 0.12 -0.15
H 0.12 -0.10 -0.29
C -0.08 -0.09 0.17
O -0.25 -1.05 0.69
H -0.53 -0.13 -0.24
H 0.06 0.22 0.27
N -0.04 -1.43 -1.67
H -0.17 0.42 0.63
H -0.26 -0.69 1.02
C -0.76 0.16 -0.48
C -0.33 -0.08 0.19
N -2.44 -3.53 -1.64
F 0.28 -1.54 1.00
N -0.84 -0.05 0.70
O 1.04 1.07 1.60
C -1.32 1.45 2.01
N -2.23 0.68 0.92
H 0.56 0.03 0.42
C 0.49 -2.35 0.80
C -1.16 0.25 -1.10
C 1.08 2.63 -0.93
H 0.11 0.20 0.21
H -0.70 -0.32 0.56
F 0.49 0.45 0.06
S 4.16 -0.67 -2.21
N -0.28 0.65 0.15
C 2.06 -0.30 -1.77
H 0.02 0.01 -0.09
C 1.24 1.85 1.73
H -0.42 0.20 0.21
C -1.64 -0.75 0.34
C 1.61 -1.78 1.73
H -0.11 0.34 0.66
H 0.07 0.15 0.16
F 0.05 -2.02 -1.22
F -0.91 2.72 -0.41
C 0.18 0.10 -1.30
H -0.26 -0.29 0.48
H 0.19 0.12 -0.20
H 0.43 0.03 0.34
C -0.70 -2.19 1.39
H -0.12 -0.14 0.03
H 0.09 -0.15 0.38
C 1.30 0.29 -1.76
C -0.67 -0.29 -1.04
C -1.66 0.55 -1.25
H 0.63 0.32 0.15
H 0.07 0.07 -0.24
H -0.06 0.14 0.67
F 0.17 0.40 0.02
F -0.83 -1.34 -0.11
H 0.22 0.27 -0.14
N -1.41 -0.10 0.64
H -0.11 0.06 0.04
H 0.19 0.08 -0.08
S 1.57 4.09 2.45
H -0.56 0.05 0.58
N -0.49 -0.68 1.14
O -0.03 -0.54 1.22
C -0.80 -1.47 -1.91
H 0.15 0.44 -0.27
F 2.11 -1.57 0.32
H 0.09 -0.02 0.77
H 0.05 -0.07 -0.04
N -2.43 -4.67 -1.44
H -0.06 -0.39 -0.46
C -0.32 0.32 0.57
H -0.32 0.93 -0.27
H -0.22 0.01 0.15
C 1.02 0.77 -0.52
C 1.36 -0.03 -1.51
O -1.31 0.48 -0.14
C 0.72 0.61 -0.56
C -0.86 1.55 -0.38
C -0.12 -0.08 -0.70
C -0.28 -0.52 0.18
O -0.62 -1.33 1.01
O 1.60 -0.89 -0.37
H 0.03 -0.16 0.13
C 0.07 0.55 -0.26
N 0.27 0.95 -0.99
H -0.41 0.13 -0.09
H -0.27 0.23 -0.55
S -0.81 2.81 -2.34
C 0.86 0.21 0.65
H 0.10 -0.63 0.50
O 2.18 -1.26 2.00
H 0.48 -0.04 0.30
H -0.40 0.01 0.14
H -0.33 0.44 -0.22
H -0.47 -0.36 0.76
C -0.69 -0.73 -1.73
C -0.26 0.54 0.34
H -0.57 0.60 -0.21
C 0.18 0.84 0.47
C 0.72 0.16 0.86
F -1.45 0.53 -0.32
H 0.19 -0.23 0.60
C -0.91 0.22 -0.14
H 0.26 0.27 0.31
O -0.81 -0.28 -1.10
H -0.31 0.02 -0.13
S -2.81 1.11 -1.38
C 0.25 0.01 -0.70
H -0.03 0.08 -0.48
C 1.23 0.35 -0.94
F 0.46 -2.51 -1.04
O 1.40 -0.77 0.93
H 0.22 -0.47 0.21
C 0.68 0.22 1.07
C -0.65 0.75 0.17
H 0.27 0.04 0.01
F 1.93 0.70 -0.96
H 0.19 -0.84 0.16
H -0.07 0.00 -0.37
C 1.72 3.51 0.35
H -0.09 0.38 0.01
C 2.45 2.26 1.05
C 0.51 0.10 0.03
H -0.53 0.20 0.15
H -0.35 -0.25 -0.84
C -1.75 0.57 0.25
F -0.60 -0.45 -1.32
H -0.10 -0.11 0.42
N 2.21 -0.16 -3.12
H 0.09 0.08 0.04
C 0.20 -0.74 -0.96
H 0.09 0.30 -0.40
C 2.12 -0.01 2.16
C -0.06 1.56 -0.24
H -0.01 -0.20 0.25
C -1.16 -0.84 0.64
H 0.11 -0.10 0.01
H -0.70 -0.92 0.43
C -2.18 0.09 0.06
H -0.38 0.58 0.28
C 0.84 0.03 1.02
N -1.39 -2.22 1.85
H 0.37 -0.04 -0.41
C -1.40 -2.38 0.23
H -0.79 -0.57 -0.32
O -0.26 -1.78 0.20
F -0.03 -0.78 0.70
F -0.37 -0.90 2.18
S 1.82 0.65 3.60
C -1.09 0.21 0.95
F 0.99 0.31 -0.05
O 0.45 0.51 0.59
H 0.51 -0.28 0.05